[1]
C46H38BrGeN5O3Re | ωB97M-V/def2-TZVPD

```
95
Properties=species:S:1:pos:R:3:forces:R:3
Re -0.3645 0.2503 1.1770 1.29 0.08 -2.40
Br -1.4923 -0.5351 3.4618 -0.16 -0.20 0.26
Ge -0.5803 0.3838 -2.6760 -0.12 -0.18 -0.47
O 0.3916 1.8041 2.5287 0.26 -1.32 -1.89
O 0.0881 -1.2623 -0.5773 -0.22 -1.12 0.86
O 4.1413 -2.7409 -0.9380 0.31 0.15 0.13
N 1.0422 -1.2025 1.8316 -0.14 0.22 1.04
N -6.6354 1.7275 0.4622 -0.57 -0.17 0.10
N -0.1001 2.5140 3.5086 -0.69 0.53 0.93
N 1.7943 -1.8729 0.9225 0.41 -0.35 -0.31
N -1.8533 1.6653 0.5168 -0.17 0.20 -0.04
C -2.2837 2.5342 -3.6960 -0.07 -0.18 0.00
C -1.5585 4.6744 -4.5040 -0.05 0.05 0.06
C 3.0805 -0.9732 5.1190 -0.15 0.07 0.07
C -3.1567 1.4158 0.6726 -0.48 0.07 -0.04
C -1.8429 3.7339 4.5539 0.19 0.00 0.14
C 1.4779 -1.6420 -0.4753 0.77 -0.07 0.02
C 0.7134 2.7828 4.5458 0.33 -0.04 0.12
C -1.3598 2.9806 3.5043 -0.38 0.10 -0.09
C 3.3189 -2.0845 7.6505 0.05 0.00 0.05
C 4.4454 -1.9020 6.8613 -0.06 0.05 -0.03
C -3.8433 -1.7719 -4.2516 -0.05 -0.02 -0.12
C 0.0212 3.1614 -3.5164 0.10 -0.11 0.10
C 3.2520 -1.2870 -4.9446 -0.02 -0.06 -0.04
C -5.5198 1.9317 0.3194 0.03 -0.06 0.05
C 4.3237 -1.3282 5.6038 0.12 -0.03 0.06
C 3.2714 -4.4572 -2.2763 0.16 0.20 0.17
C -3.9379 -2.1461 -1.8860 -0.05 -0.01 0.14
C 0.2775 3.5268 5.6173 -0.22 0.06 -0.06
C 1.0329 -0.3579 -3.5643 -0.80 0.36 0.40
C 3.0532 -3.3209 -1.4994 -0.53 -0.18 -0.24
C -4.4619 -2.3436 -3.1529 -0.05 0.02 0.01
C 1.1036 -1.5727 3.0667 0.34 -0.37 -0.54
C -2.5722 3.7568 -4.2793 -0.07 0.03 -0.02
C 0.6875 -3.5495 -1.9173 0.04 -0.02 0.08
C 2.2175 -5.1254 -2.8607 -0.01 0.04 0.00
C -0.0892 0.0773 -0.7517 -0.72 2.25 1.74
C 0.2758 -1.0264 4.0961 -0.20 0.26 0.62
C -1.0206 4.0167 5.6347 0.06 -0.10 -0.23
C 2.0725 -1.7297 7.1755 -0.05 0.03 -0.26
C -4.1446 2.2334 0.1315 0.65 0.14 -0.12
C -0.9848 2.2249 -3.3067 0.14 -0.83 0.25
C -0.2626 4.3763 -4.1165 0.09 0.13 0.04
C -2.8020 -1.3720 -1.7173 0.12 0.08 0.16
C -2.7034 -1.0060 -4.0830 0.09 0.06 -0.04
C -3.7714 3.3577 -0.6071 0.26 -0.24 0.25
C 2.0337 -1.9311 -5.0790 0.03 -0.09 -0.05
C 0.9202 -4.6669 -2.6910 -0.14 -0.01 0.02
C -2.4203 3.6143 -0.7554 -0.13 -0.06 0.16
C 2.2674 0.2616 -3.4048 -0.13 0.14 0.08
C -1.4989 2.7539 -0.1861 0.04 0.18 0.05
C 1.9295 -1.2010 5.8867 0.56 -0.12 0.32
C 3.3695 -0.1926 -4.1042 0.18 0.04 0.05
C 1.7421 -2.8684 -1.3150 0.10 0.15 0.24
C 0.9267 -1.4662 -4.3917 -0.19 0.07 -0.03
C -2.1746 -0.7985 -2.8144 0.77 0.68 -0.06
C 0.5944 -0.9296 5.3974 -0.44 0.08 -0.73
H -2.8579 4.0983 4.5203 -0.06 -0.02 -0.07
H 0.9589 3.7182 6.4288 0.12 0.02 0.07
H 1.7632 -2.3820 3.3718 0.10 0.04 -0.12
H -0.3185 -3.1860 -1.7756 -0.11 0.00 -0.05
H -3.4329 0.5411 1.2486 0.02 -0.01 -0.08
H -4.4206 -2.5859 -1.0264 -0.06 -0.07 0.07
H 3.0112 -0.4759 4.1597 -0.02 0.01 -0.01
H 3.9600 -1.8717 -0.5649 -0.06 -0.04 -0.04
H -2.3951 -1.2170 -0.7196 -0.12 -0.07 -0.05
H 2.4070 -6.0082 -3.4528 0.04 -0.04 -0.05
H 2.3643 1.1128 -2.7404 0.08 0.09 -0.01
H 1.7197 2.3997 4.4693 -0.05 -0.12 -0.11
H -0.4372 2.9253 -0.2925 0.04 0.00 0.00
H -0.1582 -0.6670 6.1281 -0.15 0.01 0.00
H -1.9634 2.7450 2.6417 0.16 -0.05 0.02
H 1.0388 2.9400 -3.2292 0.13 0.00 -0.03
H -4.2502 -1.9109 -5.2407 -0.06 -0.06 -0.11
H 2.0500 -2.8266 1.1704 -0.31 0.14 -0.05
H 1.1934 -1.8952 7.7795 -0.09 0.01 0.11
H 0.5299 5.0888 -4.2897 0.07 0.05 -0.02
H 2.0660 -0.7711 -0.8271 -0.35 -0.28 0.04
H 1.9390 -2.7874 -5.7290 0.02 -0.09 -0.06
H -1.7769 5.6159 -4.9844 -0.02 0.09 -0.03
H 0.0944 -5.1777 -3.1590 -0.10 -0.07 -0.03
H 5.2045 -1.1462 5.0069 0.07 0.02 -0.04
H 4.1070 -1.6313 -5.5033 0.13 -0.06 -0.05
H -4.5279 3.9941 -1.0379 -0.04 0.09 -0.07
H -3.0746 1.8078 -3.5586 -0.09 -0.03 0.02
H 3.4126 -2.4986 8.6414 0.02 -0.08 0.10
H -2.0820 4.4625 -1.3237 0.14 0.13 -0.11
H -0.0295 -1.9584 -4.5049 -0.04 -0.10 -0.06
H 5.4177 -2.1860 7.2320 0.09 -0.01 0.05
H 4.3147 0.3178 -4.0078 0.15 0.02 0.03
H 4.2858 -4.7944 -2.4037 0.19 -0.06 -0.02
H -5.3588 -2.9296 -3.2807 -0.06 -0.08 -0.02
H -1.3768 4.6154 6.4566 -0.04 0.03 0.11
H -2.2182 -0.5597 -4.9415 -0.05 0.01 -0.14
H -3.5859 3.9908 -4.5673 -0.10 -0.01 -0.10
```
Positions in Å, forces in eV/Å.

## Properties
* molar mass: 1047.56 g/mol
* net charge: +2
* orbital gap (alpha / beta): 7.071 / 6.643 eV
* HOMO level (alpha / beta): -0.4739 / -0.4739 Eh
* spin multiplicity: 2
* F_max: 2.9 eV/A



[2]
C46H39ClN2O4P2STeTi | ωB97M-V/def2-TZVPD

```
97
Properties=species:S:1:pos:R:3:forces:R:3
Te 0.4993 -1.4859 -2.3471 -1.03 0.11 -0.06
Ti 0.5164 1.6152 1.7501 -0.70 0.27 -1.41
Cl -1.9190 3.6173 0.7553 -0.32 0.37 -0.02
S 1.5463 -0.3231 3.4540 0.09 -1.42 0.78
P -0.2875 1.4310 -1.0298 0.31 -1.04 -1.07
P -0.4296 -0.5138 0.8399 -1.66 -0.32 -1.54
O 2.7299 3.1978 4.3966 -0.31 -0.08 -0.18
O 0.9104 2.2863 3.4252 -0.34 0.43 0.80
O 0.0850 -0.2920 3.3852 0.30 0.02 0.04
O 2.1484 0.1296 4.6740 0.16 0.18 0.00
N 2.1020 0.5263 2.1466 0.35 -0.46 0.41
N -3.5590 -3.0151 -4.6929 -0.14 -0.03 -0.04
C -3.4856 1.5094 2.7071 -0.03 0.17 0.15
C -1.4282 -3.0750 1.5393 -0.07 0.15 0.04
C 2.9329 2.9151 -3.1349 -0.01 0.11 -0.05
C 1.3938 1.7093 -1.7214 -0.08 0.21 0.02
C -0.8322 4.4949 -0.2885 0.39 0.02 0.11
C 4.0044 2.2435 -2.5683 0.06 -0.01 -0.02
C -2.7732 1.6896 -2.1603 0.05 0.08 0.05
C 3.7757 1.2991 -1.5776 0.00 -0.02 0.03
C 1.6036 -4.2559 4.0861 0.10 0.07 -0.08
C 0.9069 6.0049 -1.7772 0.04 -0.01 -0.08
C -3.2703 -0.4827 0.7900 -0.06 0.09 -0.05
C 0.7936 -2.9514 0.6301 -0.07 0.04 0.17
C -1.3503 -4.4597 1.5145 -0.08 -0.06 0.03
C -3.7304 1.4799 -3.1372 -0.06 0.01 -0.01
C -1.2365 -2.4287 -4.7320 0.12 0.04 0.09
C 0.9944 3.6488 1.1970 -0.17 0.02 -0.38
C 2.4789 1.0275 -1.1674 -0.04 0.06 -0.07
C 3.6997 -3.7096 3.0515 0.01 0.00 -0.05
C -0.5701 -0.3384 -0.9230 1.65 0.12 0.47
C -3.5551 -2.7830 -3.3822 0.05 0.00 -0.06
C 2.2147 2.4419 3.6238 1.37 0.68 0.30
C 1.6382 2.6633 -2.7053 0.06 0.01 0.13
C 1.3873 5.2109 -0.7497 -0.04 -0.09 0.02
C 2.0419 -2.0247 3.3581 -0.06 0.26 -0.07
C -2.1128 0.0107 1.3866 0.07 -0.13 0.33
C 3.2826 -6.0935 3.7423 0.02 0.11 0.06
C -4.5165 -0.0034 1.1567 0.01 -0.07 -0.10
C -2.4122 -2.8417 -5.3418 0.02 -0.01 -0.01
C -1.2441 -2.1783 -3.3652 0.24 -0.01 0.04
C -4.6276 0.9837 2.1265 0.04 0.05 0.07
C -1.9959 1.2255 -4.7720 -0.04 -0.03 -0.04
C -2.2406 1.0266 2.3334 0.05 -0.30 -0.24
C -3.3429 1.2405 -4.4489 0.01 -0.01 -0.02
C -0.2156 -5.0886 1.0273 0.06 -0.03 0.01
C 3.0348 1.5468 2.6514 -0.06 0.25 0.48
C -2.4332 -2.3731 -2.6811 0.01 0.01 0.06
C -1.4125 1.6533 -2.4731 -0.19 0.43 0.28
C 1.1956 -2.9402 3.9635 -0.08 0.09 -0.03
C 3.3020 -2.3905 2.9190 0.02 0.15 -0.08
C -1.0314 1.4234 -3.7921 0.00 0.11 0.04
C 0.5324 4.4216 0.0203 -0.25 0.07 -0.12
C -0.3618 -2.3104 1.0828 0.45 0.02 0.29
C -0.4462 6.0142 -2.0839 -0.01 0.04 -0.04
C 0.8640 -4.3328 0.5930 0.02 -0.03 0.07
C -1.3287 5.2551 -1.3309 -0.09 -0.05 0.06
C 2.8544 -4.6566 3.6228 -0.09 -0.12 0.01
H -3.0755 1.8479 -1.1304 -0.03 -0.04 -0.04
H 5.0136 2.4497 -2.9014 -0.01 0.00 0.01
H -2.4716 -2.1990 -1.6162 -0.05 0.01 0.03
H -1.6874 1.0319 -5.7920 0.01 0.00 0.01
H -0.1704 -6.1701 0.9908 0.01 0.01 0.01
H 1.7576 -4.8194 0.2241 0.01 0.01 0.00
H 0.0121 1.3753 -4.0639 0.02 -0.07 0.00
H -0.8229 6.6245 -2.8939 0.01 0.00 0.00
H 0.4405 4.0533 2.0530 0.16 -0.02 0.10
H -5.4037 -0.3904 0.6713 0.00 -0.03 0.04
H -2.3270 -2.5911 1.9001 0.04 -0.05 0.05
H 3.4198 2.1469 1.8277 -0.03 -0.06 -0.05
H 3.1047 3.6561 -3.9064 0.00 -0.02 0.00
H -1.3602 1.4650 2.8102 -0.37 -0.13 0.47
H 4.6798 -4.0129 2.7029 -0.01 0.01 -0.02
H -2.1850 -5.0504 1.8707 -0.01 0.02 -0.02
H -0.3343 -2.2903 -5.3159 -0.04 0.00 -0.06
H 1.6406 -2.3547 0.3186 0.04 -0.07 -0.04
H 3.8680 1.1086 3.1975 0.05 0.08 -0.04
H 3.7723 -6.4312 2.8288 -0.02 -0.04 0.02
H 3.9590 -1.6497 2.4788 0.01 -0.04 -0.03
H 2.0537 3.8503 1.3740 0.00 -0.06 0.07
H 0.9412 -4.9835 4.5375 -0.01 0.00 0.00
H 0.8108 3.2120 -3.1348 0.02 0.10 0.02
H 2.3063 0.2544 -0.4286 0.01 -0.02 0.10
H -3.1884 -1.2288 0.0132 0.01 0.00 -0.04
H 1.5941 6.6229 -2.3415 -0.01 -0.03 -0.02
H -2.3913 5.2662 -1.5343 0.01 -0.02 0.00
H 4.6077 0.7651 -1.1342 -0.02 -0.02 -0.01
H -5.6004 1.3492 2.4277 0.00 0.01 -0.03
H 3.9918 -6.2135 4.5640 0.01 -0.02 -0.01
H 2.4242 -6.7318 3.9461 0.04 -0.06 -0.04
H 0.2322 -2.6074 4.3253 -0.05 -0.10 -0.02
H 2.4460 5.2046 -0.5209 0.02 -0.01 0.00
H -4.0893 1.0552 -5.2107 0.01 0.01 -0.01
H -2.4408 -3.0380 -6.4092 0.06 0.02 0.01
H -4.7818 1.4789 -2.8768 0.01 0.04 0.02
H -4.5007 -2.9396 -2.8718 0.03 0.02 0.03
H -3.5657 2.2887 3.4541 0.04 0.02 -0.03
```
Positions in Å, forces in eV/Å.

## Properties
* molar mass: 988.76 g/mol
* orbital gap: 6.245 eV
* HOMO level: -0.2663 Eh
* F_max: 2.3 eV/A